The following is a quantum chemistry calculation of the molecule C4H6N2O2, from OMol25.

Lowest unoccupied orbital energy: 0.65 eV
DFT total energy: -11314.206 eV
ΔE to the lowest compared entry with this formula, charge and spin: 157.6 kcal per mole
Orbital gap: 10.91 eV
SMILES string: C#CCN(C)[N+](=O)[O-]

Structure (XYZ):
```
14
Properties=species:S:1:pos:R:3:forces:R:3:mulliken_charge:R:1
C 1.007 -1.838 -1.116 0.337 0.498 0.925 0.134
C 0.755 -1.325 -0.069 -0.290 0.342 0.483 -0.465
C -0.928 1.493 -0.002 -1.515 -2.956 -4.725 -0.773
C 0.016 -0.692 1.013 -0.631 2.517 -1.725 -0.729
N -1.120 0.101 0.359 1.934 0.088 1.972 -0.025
N -2.064 -0.559 -0.271 -2.372 0.122 -0.792 1.026
O -2.786 0.050 -1.056 0.582 0.833 -0.213 -0.672
O -2.286 -1.699 0.021 0.663 -1.962 0.694 -0.640
H 1.468 -2.162 -1.974 0.456 -0.753 -1.468 0.459
H -0.112 1.781 0.482 3.308 1.742 2.006 0.392
H -0.803 1.533 -1.141 0.278 0.158 1.474 0.270
H -1.797 2.025 0.151 -1.707 1.305 0.862 0.278
H 0.509 0.017 1.693 0.376 -0.015 -0.804 0.400
H -0.336 -1.392 1.672 -1.420 -1.919 1.310 0.343
```
Forces are in eV/Å.

The following is a quantum chemistry calculation of C4H6N2O3 as an isolated structure, from OMol25.

Lowest unoccupied orbital energy: -0.17 eV
DFT total energy: -13366.367 eV
ΔE to the lowest compared entry with this formula, charge and spin: 60.2 kcal per mole
Orbital gap: 9.23 eV

Structure (XYZ):
```
15
Properties=species:S:1:pos:R:3:forces:R:3:mulliken_charge:R:1
C -1.841 0.220 -1.017 -0.230 -0.435 -0.211 -1.085
C 0.703 -0.105 -0.587 -1.591 -1.950 -1.752 0.783
C 0.096 -0.533 1.992 3.183 -0.698 -2.199 0.573
C -0.722 -0.127 -0.111 0.865 1.640 2.587 0.598
N 1.449 0.053 1.165 -1.875 -0.114 0.084 -0.573
O 1.095 1.025 -1.269 0.367 -0.060 0.620 -0.511
N -0.926 -0.373 1.148 -2.199 0.036 -0.518 -0.566
O 0.787 -1.251 -1.121 1.279 1.056 0.550 -0.662
O 0.269 -1.207 2.946 -0.296 0.822 0.187 -0.435
H 1.596 0.732 -2.045 -0.003 -0.153 0.177 0.358
H 1.593 1.054 1.229 0.081 0.006 0.298 0.291
H 2.292 -0.463 1.370 0.058 -0.142 0.116 0.262
H -2.760 -0.266 -0.680 0.158 0.006 -0.046 0.362
H -2.012 1.300 -0.973 0.200 -0.062 0.019 0.268
H -1.618 -0.059 -2.047 0.003 0.047 0.089 0.336
```
Forces are in eV/Å.